[1]
Here is a structure of composition C4H9NS3 from the OMol25 dataset. Energies are from ωB97M-V/def2-TZVPD.

The LUMO energy is -0.27 eV.

Last column: natural (NBO) charge in e.
Geometry (Å):
S: -1.60 -0.86 -0.78  0.17
S: 3.12 -0.34 -0.48  0.06
S: 0.72 -0.41 1.29  0.35
N: -0.04 2.05 -0.75  -0.88
C: -3.34 -0.55 -0.10  -0.81
C: -0.93 0.11 0.75  -0.51
C: -0.93 1.73 0.37  -0.24
C: 1.54 -0.41 -0.25  -0.52
H: 0.08 1.38 -1.63  0.40
H: 0.83 -0.18 -1.08  0.20
H: -1.98 2.12 0.08  0.19
H: -3.54 -1.14 0.97  0.23
H: -3.79 -1.24 -1.03  0.25
H: -3.86 0.67 0.06  0.25
H: -0.61 2.23 1.27  0.20
H: -1.84 -0.15 1.50  0.27
H: 1.00 2.51 -0.12  0.38

---

[2]
Here is a cluster of 9 separate species, C26H69B2FN3O20 in total from the OMol25 dataset. Energies are from ωB97M-V/def2-TZVPD.

The LUMO energy is -4.11 eV. The total charge is +1.

Last column: Löwdin charge in e.
Geometry (Å):
F: -3.59 -0.98 -0.44  -0.15
O: 1.55 -1.41 -2.16  -0.10
O: -6.98 -8.53 2.01  -0.07
O: -7.44 -4.23 1.53  -0.08
O: 5.14 5.83 -5.68  -0.09
O: -5.18 -2.62 1.91  -0.08
O: 3.77 3.94 -3.37  0.09
O: 0.71 -4.32 9.07  -0.08
O: 8.85 2.69 -0.09  -0.10
O: -0.28 4.53 -2.27  0.05
O: 6.78 3.89 -6.86  -0.07
O: -5.16 -5.80 -3.07  -0.09
O: 10.47 3.89 1.86  -0.08
O: -3.34 -2.12 5.70  -0.09
O: -6.68 -7.05 -0.34  -0.09
O: 0.75 8.02 -4.52  -0.08
O: -6.13 -2.20 5.71  -0.09
O: -0.12 4.13 0.24  0.06
O: -1.59 -2.71 9.09  -0.08
O: -6.32 -6.28 -5.57  -0.08
O: 2.80 7.75 -2.63  -0.09
N: 4.31 3.58 -0.89  -0.14
N: 2.39 2.13 -1.98  0.10
N: 1.41 -0.09 -1.97  -0.08
C: 2.69 0.67 -2.26  0.15
C: 1.61 -2.14 -0.87  -0.18
C: 0.92 2.25 -1.53  0.10
C: 0.44 -3.42 7.99  -0.23
C: -5.06 -7.09 -3.68  -0.24
C: -1.07 -3.22 7.86  -0.26
C: -5.56 -7.69 0.25  -0.24
C: -3.87 0.42 -0.88  -0.11
C: 2.95 -1.85 0.02  -0.10
C: 9.25 4.05 -0.21  -0.25
C: 7.13 4.48 -5.61  -0.24
C: 9.48 4.65 1.17  -0.24
C: -7.51 -2.83 1.31  -0.23
C: -5.78 -7.80 1.76  -0.24
C: 6.56 5.89 -5.53  -0.23
C: 3.47 3.77 0.35  -0.11
C: 5.32 2.49 -0.55  -0.08
C: 2.11 8.22 -4.89  -0.24
C: -6.49 -2.12 2.20  -0.23
C: -5.42 -1.80 6.88  -0.22
C: -4.05 -2.48 6.88  -0.25
C: -1.24 0.20 -1.12  -0.13
C: -2.49 1.21 -1.40  -0.14
C: 0.24 0.76 -1.52  0.05
C: 2.91 8.71 -3.68  -0.23
C: -6.26 -7.31 -4.59  -0.24
B: 3.46 3.20 -2.11  -0.44
B: 0.17 3.65 -1.13  -0.42
H: -6.66 -6.12 -0.06  0.08
H: 0.87 -3.83 7.07  0.12
H: -7.61 -8.26 1.32  0.09
H: -5.31 -0.72 6.84  0.13
H: -4.00 -2.08 4.99  0.08
H: 4.78 5.41 -4.87  0.05
H: -1.18 -0.21 -0.01  0.14
H: -1.43 -0.76 -1.80  0.15
H: 3.92 -1.81 -0.65  0.09
H: -6.50 -4.44 1.66  0.07
H: 5.31 2.32 0.62  0.12
H: -6.69 -2.34 3.26  0.11
H: -6.00 -2.08 7.76  0.12
H: 6.43 2.83 -0.80  0.10
H: -6.37 -3.14 5.81  0.10
H: -4.16 -3.57 6.88  0.12
H: -6.50 -1.04 2.05  0.12
H: 6.94 6.51 -6.34  0.13
H: -4.95 -8.32 2.25  0.12
H: -4.71 0.49 -1.71  0.14
H: -8.52 -2.49 1.53  0.13
H: -4.13 -7.09 -4.27  0.12
H: 9.81 5.69 1.11  0.12
H: 2.70 4.66 0.14  0.11
H: 0.94 -2.47 8.22  0.13
H: 2.80 -0.80 0.55  0.08
H: 9.36 2.33 0.66  0.09
H: 5.08 1.45 -1.04  0.08
H: -4.94 -2.30 1.02  0.07
H: 2.49 9.65 -3.30  0.13
H: 4.08 3.98 1.33  0.12
H: 3.31 6.96 -2.91  0.08
H: 5.87 4.19 -7.05  0.08
H: 1.61 -3.30 -1.13  0.16
H: -1.08 -3.16 9.80  0.09
H: -2.65 1.52 -2.52  0.14
H: 11.32 4.06 1.42  0.10
H: -5.90 -6.81 2.20  0.11
H: 6.72 3.84 -4.82  0.11
H: -0.12 5.15 0.17  0.15
H: -2.39 2.14 -0.66  0.13
H: 3.72 0.22 -2.59  0.18
H: -3.47 -2.18 7.75  0.10
H: 6.80 6.36 -4.57  0.12
H: -1.57 -4.17 7.67  0.12
H: -5.89 -5.84 -2.43  0.07
H: -1.31 -2.52 7.06  0.11
H: -4.27 0.98 0.09  0.14
H: -5.48 -8.69 -0.19  0.13
H: 8.48 4.60 -0.76  0.11
H: 8.22 4.49 -5.53  0.12
H: -4.65 -7.13 0.02  0.12
H: 0.33 4.40 -3.06  0.11
H: 2.15 8.95 -5.71  0.13
H: 8.56 4.60 1.76  0.12
H: 3.15 3.60 -4.08  0.13
H: 10.18 4.07 -0.80  0.12
H: 3.96 8.86 -3.93  0.12
H: 0.63 -1.97 -0.20  0.14
H: 2.50 7.27 -5.25  0.10
H: 2.78 2.82 0.54  0.11
H: -4.99 -7.85 -2.90  0.11
H: -6.04 -5.46 -5.12  0.08
H: 3.16 -2.65 0.86  0.10
H: -6.20 -8.27 -5.10  0.12
H: 0.40 -5.20 8.79  0.10
H: -7.29 -2.65 0.26  0.11
H: -7.19 -7.26 -4.01  0.12
H: 0.77 7.65 -3.62  0.08

---

[3]
Here is a cluster of 2 separate species, C4H12 in total from the OMol25 dataset. Energies are from ωB97M-V/def2-TZVPD.

The LUMO energy is 1.12 eV. Its SMILES is CC.CC.

Last column: natural (NBO) charge in e.
Geometry (Å):
C: -0.02 -0.85 1.90  -0.61
C: 1.48 -0.62 2.18  -0.61
C: -0.27 0.18 -2.27  -0.60
C: -1.23 1.29 -1.83  -0.60
H: -0.25 -0.63 -1.54  0.20
H: -1.33 2.05 -2.60  0.20
H: -0.55 -0.23 -3.24  0.20
H: -0.21 -0.83 0.84  0.20
H: -0.84 1.77 -0.94  0.20
H: -2.21 0.89 -1.57  0.20
H: 1.79 -1.04 3.14  0.20
H: -0.30 -1.83 2.29  0.20
H: 1.75 0.44 2.21  0.20
H: 0.75 0.56 -2.33  0.20
H: -0.63 -0.09 2.39  0.20
H: 2.08 -1.06 1.38  0.20

---

[4]
Here is a cluster of 2 separate species, CClFN2O3 in total from the OMol25 dataset. Energies are from ωB97M-V/def2-TZVPD.

The LUMO energy (alpha / beta) is -0.86 / -0.86 eV. Its SMILES is O=[N+]([O-])Cl.[O-][N+]#CF.

Last column: natural (NBO) charge in e.
Geometry (Å):
Cl: 0.74 1.12 -0.33  -0.05
F: -1.49 -1.84 -0.50  -0.24
O: 1.91 -1.03 0.49  -0.28
O: -2.02 1.38 0.72  -0.37
O: 3.13 0.74 0.53  -0.26
N: -1.95 0.25 0.38  0.11
N: 2.18 0.10 0.34  0.59
C: -1.35 -0.73 0.03  0.49

---

[5]
Here is a structure of composition C64H54BrI2NO35P from the OMol25 dataset. Energies are from ωB97M-V/def2-TZVPD.

The LUMO energy is -0.69 eV. The total charge is -1.

Last column: Löwdin charge in e.
Geometry (Å):
I: -4.81 1.72 -7.05  0.80
I: -3.31 -0.10 -2.52  0.98
Br: -4.76 4.40 -4.76  0.32
P: -3.68 3.12 -3.13  0.27
O: 6.56 -2.56 3.59  0.09
O: 4.79 -0.69 2.72  0.10
O: -3.81 0.80 5.66  0.10
O: 4.32 -8.99 5.34  0.09
O: -5.43 1.28 9.97  0.12
O: -2.82 8.43 -6.17  0.10
O: 7.81 -1.01 -1.66  0.10
O: -7.72 2.23 8.82  0.09
O: 4.49 -6.02 1.70  0.11
O: -4.70 10.24 -6.96  0.09
O: -6.47 7.37 -10.24  0.08
O: 8.35 -2.37 0.81  0.10
O: 2.27 -2.63 -2.05  0.09
O: -7.43 0.85 14.21  0.09
O: -9.73 1.72 13.04  0.10
O: 10.15 -3.00 -1.12  0.10
O: 1.72 -8.25 5.62  0.11
O: 3.77 -4.18 -0.37  0.07
O: 11.12 -6.84 1.42  0.10
O: 5.55 -1.71 -0.33  0.08
O: -1.86 4.61 -6.13  -0.02
O: -6.08 0.13 7.01  0.07
O: -5.72 3.65 0.33  -0.07
O: 9.25 -6.25 3.31  0.09
O: -4.66 5.53 -9.39  0.11
O: 1.54 -7.88 -2.24  0.11
O: 1.92 -5.21 2.04  0.10
O: 6.52 2.11 6.07  0.11
O: -8.44 1.79 3.29  0.11
O: 0.11 -6.34 -3.97  0.10
O: 8.35 0.27 6.88  0.09
O: 5.45 0.67 -5.37  0.10
O: 3.18 0.04 -4.00  0.10
O: -6.16 2.38 1.91  0.05
O: -5.57 1.51 -0.44  0.00
N: -2.94 2.25 -1.73  -0.40
C: 6.52 1.05 5.47  -0.31
C: -6.10 1.84 3.16  -0.19
C: 2.46 -6.15 2.86  -0.21
C: 2.88 -4.75 -1.23  -0.21
C: -4.86 1.02 5.09  -0.32
C: -6.41 1.39 10.70  -0.31
C: 2.70 -6.07 -1.26  0.08
C: 6.58 -1.49 4.16  -0.30
C: 0.76 0.05 -7.52  -0.09
C: 7.51 -1.20 5.25  0.08
C: -0.39 0.73 -8.30  -0.08
C: 4.30 -0.86 -2.13  0.08
C: 8.96 -3.41 0.96  -0.28
C: -4.32 -0.67 -5.37  -0.33
C: 0.29 1.73 -5.56  -0.02
C: -4.26 1.45 -3.85  -0.69
C: -8.78 2.01 10.90  0.08
C: -3.70 8.12 -7.16  -0.22
C: -6.15 0.69 5.77  -0.23
C: -7.45 1.16 12.88  -0.22
C: 4.24 -0.22 -3.45  -0.27
C: -0.90 2.40 -6.32  -0.10
C: -5.37 3.33 -2.22  -0.34
C: -7.39 1.54 3.85  -0.30
C: 8.74 -4.30 2.11  0.09
C: -3.83 0.91 -5.26  -0.81
C: -2.55 3.92 0.22  -0.05
C: -2.11 2.94 -1.00  -0.42
C: 6.70 -0.16 -3.56  0.08
C: 7.49 -0.01 5.87  -0.22
C: 1.74 -6.70 3.84  0.08
C: -5.51 2.71 -0.78  -0.41
C: -7.33 0.94 5.18  0.07
C: 9.44 -5.42 2.25  -0.22
C: -1.75 3.53 -5.50  -0.38
C: -5.61 7.67 -9.23  -0.22
C: 4.48 -7.52 3.52  0.08
C: 9.98 -3.82 -0.05  -0.21
C: 1.16 -4.44 -3.07  0.09
C: 0.98 -5.77 -3.10  -0.22
C: -8.75 1.64 12.32  -0.32
C: -4.69 9.16 -7.55  -0.32
C: -3.68 6.92 -7.76  0.08
C: 5.61 0.77 4.37  0.08
C: 2.34 -7.71 4.72  -0.31
C: 3.88 -6.53 2.62  -0.31
C: 1.13 0.58 -6.11  -0.07
C: 3.77 -8.07 4.50  -0.22
C: -5.63 8.86 -8.63  0.07
C: 10.68 -4.95 0.09  0.08
C: -7.69 1.89 10.14  -0.21
C: 5.47 -1.12 -1.56  -0.20
C: 5.63 -0.42 3.75  -0.21
C: 6.76 -0.77 -2.23  -0.29
C: -1.22 1.89 -7.73  -0.06
C: -4.92 1.60 3.75  0.08
C: 2.10 -3.84 -2.12  -0.27
C: -4.64 6.61 -8.83  -0.30
C: 10.48 -5.82 1.25  -0.31
C: 1.74 -6.67 -2.19  -0.31
C: -1.99 3.14 -4.02  -0.28
C: -0.48 2.82 -1.08  -0.07
C: 5.52 0.10 -4.13  -0.21
C: -6.36 1.04 12.12  0.08
H: -8.27 0.71 5.67  0.13
H: 6.51 -1.79 -0.13  0.09
H: -6.30 3.00 -2.83  0.08
H: 9.53 -2.26 -0.99  0.09
H: 0.71 -6.43 4.03  0.14
H: -5.42 0.69 12.52  0.14
H: 9.88 -6.99 3.18  0.11
H: -3.98 1.82 3.26  0.13
H: 8.21 -1.98 5.53  0.14
H: -0.14 2.06 -1.86  0.06
H: 8.14 1.18 7.16  0.12
H: -2.71 0.77 -5.32  0.06
H: -3.05 9.34 -5.90  0.11
H: 7.99 -3.99 2.83  0.11
H: 5.00 -1.60 2.44  0.11
H: 1.35 -0.85 -7.91  0.08
H: 0.62 -3.77 -3.72  0.14
H: 0.49 2.13 -4.50  0.09
H: -2.97 6.15 -7.49  0.11
H: 3.36 -1.10 -1.65  0.11
H: -3.33 4.69 -0.09  0.07
H: 1.94 0.14 -5.45  0.05
H: -8.33 1.01 14.53  0.11
H: -1.52 2.13 -3.69  0.06
H: -3.44 -1.40 -5.20  0.04
H: -7.12 2.46 1.71  0.12
H: 3.25 -6.74 -0.62  0.13
H: 3.60 -9.24 5.96  0.11
H: -5.39 1.23 -3.74  0.07
H: -4.64 -0.93 -6.45  0.01
H: -3.32 4.38 -2.56  0.00
H: -6.53 4.14 0.09  0.11
H: -5.54 4.47 -2.11  0.06
H: 7.64 0.07 -4.04  0.14
H: -0.15 3.85 -1.50  0.08
H: -6.25 6.45 -10.51  0.11
H: -2.08 2.32 -8.33  0.05
H: -6.33 9.63 -8.91  0.13
H: -0.65 0.34 -9.35  0.08
H: -3.09 3.20 0.95  0.08
H: 4.92 1.55 4.08  0.14
H: -9.73 2.37 10.51  0.14
H: 11.42 -5.25 -0.64  0.14
H: 3.71 -3.22 -0.54  0.10
H: 4.49 0.75 -5.56  0.12
H: 0.17 -7.30 -3.80  0.12
H: 5.52 -7.78 3.34  0.14
H: -1.34 3.92 -3.45  0.11
H: -5.12 0.06 7.20  0.11
H: -6.82 2.06 8.48  0.10
H: 0.00 2.72 -0.06  0.07
H: -5.23 -0.88 -4.73  0.05
H: -1.66 4.34 0.80  0.06
H: 2.64 -4.96 1.42  0.08

---

[6]
Here is a cluster of 2 separate species, C6H12O in total from the OMol25 dataset. Energies are from ωB97M-V/def2-TZVPD.

The LUMO energy is 0.92 eV. Its SMILES is C[C@@H]1[C@@H]2C[C@@]12C.O.

Last column: natural (NBO) charge in e.
Geometry (Å):
O: 0.33 2.69 1.98  -0.94
C: -0.51 -0.72 -0.57  -0.04
C: 1.93 -0.15 0.24  -0.63
C: -0.82 -1.16 0.83  -0.39
C: -1.17 -1.03 -1.87  -0.61
C: 0.57 0.27 -0.29  -0.20
C: -0.73 0.29 0.48  -0.27
H: -0.07 -1.61 1.48  0.20
H: -1.51 1.05 0.54  0.22
H: 0.43 1.78 1.65  0.48
H: -2.19 -1.39 -1.73  0.22
H: 2.58 0.70 0.44  0.22
H: -1.21 -0.13 -2.50  0.21
H: 0.63 1.06 -1.05  0.21
H: 1.86 -0.75 1.15  0.21
H: -0.61 -1.80 -2.41  0.22
H: -0.37 3.04 1.42  0.46
H: 2.41 -0.77 -0.52  0.21
H: -1.82 -1.56 0.99  0.21

---

no.,strongest force on any atom (Eh/bohr)
1,0.11193
2,0.12152
3,0.01350
4,0.08418
5,0.11248
6,0.00519